Density functional theory data (ωB97M-V with the def2-TZVPD basis set) for C4H5NO3 in the gas phase.

```
13
Properties=species:S:1:pos:R:3:forces:R:3:nbo_charge:R:1
N 1.371 1.529 -0.097 -3.40 -0.99 -1.36 -0.89
C -0.835 -1.224 -0.122 -0.49 -6.05 1.02 -0.55
O -2.754 0.485 -0.522 1.89 -2.88 0.81 -0.54
C 0.161 -0.377 0.669 1.23 1.47 -3.41 0.01
C 1.541 0.078 -0.036 1.13 -0.35 -2.03 0.66
O -0.847 0.694 0.544 0.83 0.69 1.80 -0.50
H -1.001 -2.292 0.486 -0.41 2.94 -1.52 0.26
C -1.754 -0.077 -0.077 -2.98 3.51 -0.92 0.77
H 1.905 2.231 -0.611 0.62 -1.15 0.06 0.40
H 0.408 -0.519 1.682 -0.20 -0.87 1.23 0.22
H 0.158 1.808 -0.306 4.98 -1.34 1.29 0.45
O 2.465 -0.750 -0.431 -4.40 4.50 2.30 -0.58
H -0.815 -1.585 -1.179 1.20 0.52 0.72 0.28
```
Positions in Å, forces in eV/Å.

## Properties
HOMO energy = -10.32 eV
F_max = 6.703 eV Å⁻¹
LUMO = 0.6 eV
SMILES = NC(=O)[C@@H]1CC(=O)O1
electronic energy = -435.79364 a.u.
gap between HOMO and LUMO = 0.4006 Ha
net charge = 0

Density functional theory data (ωB97M-V with the def2-TZVPD basis set) for C33H31AsN2PPt as an isolated structure.

```
69
Properties=species:S:1:pos:R:3:forces:R:3:nbo_charge:R:1
C -2.818 -2.816 -0.119 -0.04 -0.03 0.02 -0.21
C 1.345 -2.528 -0.655 0.08 0.11 -0.22 -0.35
Pt 0.030 -0.129 -0.061 -0.09 -0.20 -0.51 0.37
H -1.763 -5.670 -4.177 0.00 0.01 0.00 0.23
H 2.697 1.637 4.060 -0.01 0.00 0.01 0.25
H 3.388 -0.400 1.007 -0.05 -0.05 0.10 0.20
C -0.590 -2.002 -3.885 0.02 0.00 -0.02 -0.18
H 0.121 -3.681 1.333 0.00 0.04 0.03 0.22
C -3.706 0.656 -0.461 0.04 0.05 0.04 -0.74
H -6.673 3.040 -3.140 0.00 0.00 0.00 0.22
C -5.296 1.912 -1.948 0.01 0.01 0.00 -0.25
C -6.256 2.894 -2.152 0.01 0.00 0.00 -0.19
C -5.202 2.488 0.378 0.00 0.01 -0.01 -0.25
H -6.506 4.064 1.011 0.00 0.00 0.00 0.22
C 3.503 -3.471 -0.419 -0.03 0.00 -0.01 -0.22
H -3.208 -2.351 -1.016 -0.02 0.01 -0.04 0.21
C 1.685 -1.365 0.055 -0.13 -0.15 0.07 -0.27
H -2.005 3.060 1.069 -0.01 0.00 -0.03 0.23
H -4.763 -3.235 0.676 0.01 0.00 0.00 0.23
H -1.672 0.842 2.048 0.05 -0.03 0.03 0.22
C 3.877 -2.336 0.294 0.01 0.03 -0.02 -0.18
C -1.865 1.691 -2.659 -0.02 -0.01 0.01 -0.95
C -1.441 -2.926 0.065 -0.06 -0.09 -0.21 -0.40
H -3.832 -0.189 -1.135 -0.01 -0.04 -0.05 0.24
H -0.712 -1.952 -6.024 0.00 0.00 0.00 0.23
H 0.661 1.728 5.526 0.00 0.00 0.00 0.25
P -0.325 -2.120 -1.124 0.09 -0.08 0.81 1.14
H -4.977 1.293 -2.779 -0.01 -0.01 0.01 0.21
C 2.217 -3.566 -0.933 0.00 -0.02 0.15 -0.20
H -1.915 0.760 -3.222 -0.02 0.01 0.01 0.24
H -7.443 4.435 -1.248 0.00 0.00 0.00 0.23
C -6.162 3.467 0.176 0.01 0.00 0.00 -0.19
C -4.755 1.702 -0.682 -0.05 -0.03 0.01 0.04
H -2.747 3.642 -0.431 0.01 0.01 0.00 0.25
H -2.714 2.323 -2.910 0.01 0.01 -0.01 0.24
H -1.327 -4.700 -1.952 -0.01 0.00 0.00 0.22
H -3.738 0.263 0.557 0.00 -0.01 0.01 0.24
C -1.880 1.348 4.621 0.02 -0.01 0.01 0.25
H -0.252 -0.976 -3.800 0.02 -0.02 0.01 0.22
C -1.828 -4.076 2.142 0.01 -0.02 0.00 -0.21
C 1.560 1.181 2.315 0.17 0.22 -0.18 0.09
C -1.435 -4.642 -4.093 0.00 0.00 0.00 -0.22
C -1.186 -4.100 -2.842 0.01 0.00 -0.06 -0.13
H -1.441 -4.580 3.017 0.00 0.00 0.00 0.22
C -1.907 3.089 -0.015 -0.01 0.02 -0.01 -0.96
C -0.715 1.028 2.518 -0.08 -0.04 0.08 0.10
C -0.948 -3.570 1.195 0.02 0.02 0.00 -0.15
C 0.588 1.517 4.468 -0.03 0.00 -0.04 -0.08
As -1.876 1.302 -0.765 0.12 -0.11 0.07 1.00
C -0.758 -2.777 -2.741 -0.08 0.38 -0.09 -0.43
H 4.892 -2.256 0.662 0.00 -0.02 0.00 0.22
C -6.689 3.675 -1.091 0.00 -0.01 0.00 -0.21
H -1.471 -4.296 -6.208 0.01 0.00 0.00 0.23
H 1.910 -4.417 -1.529 0.01 0.00 0.00 0.23
C 2.994 -1.282 0.520 0.07 0.02 -0.08 -0.25
H 4.221 -4.261 -0.590 0.00 0.01 -0.01 0.23
C -0.652 1.302 3.874 0.00 0.03 0.05 -0.19
N -2.877 1.377 5.190 0.02 0.01 -0.02 -0.24
C -3.694 -3.321 0.828 0.00 0.01 0.00 -0.21
H -0.973 3.585 -0.273 0.01 0.00 0.00 0.25
C -0.844 -2.551 -5.133 -0.01 0.00 0.00 -0.20
C -1.267 -3.869 -5.235 -0.01 0.01 0.01 -0.17
N 0.372 0.956 1.745 -0.04 -0.06 0.02 -0.48
C -3.198 -3.944 1.966 0.00 0.00 -0.02 -0.19
H -3.880 -4.337 2.709 0.00 0.00 0.00 0.23
C 1.708 1.463 3.661 0.00 0.04 -0.01 -0.24
H -0.939 2.207 -2.906 0.02 -0.01 0.00 0.25
H -4.803 2.323 1.373 -0.01 -0.01 0.00 0.21
H 2.415 1.156 1.656 -0.08 -0.03 0.05 0.22
```
Positions in Å, forces in eV/Å.

## Properties
HOMO energy = -11.20 eV
F_max = 0.819 eV Å⁻¹
LUMO = -3.1 eV
electronic energy = -4081.88328 a.u.
gap between HOMO and LUMO = 0.2960 Ha
net charge = +1